## w
ORCA calculation (the ωB97M-V functional and the def2-TZVPD basis) on a 5-piece molecular cluster, H10O5 overall.

Last column: Mulliken charge in e.
Geometry (Å):
O 1.29004 2.12882 -1.64043  -0.78
O -1.97725 -3.64779 1.42285  -1.84
O -0.55885 -0.67465 0.43764  -1.32
O 1.88016 -0.21778 -0.42789  -0.90
O -0.16575 3.15056 0.56730  -0.69
H -0.35550 -0.52822 1.37495  0.42
H 1.01905 -0.59783 -0.10189  0.42
H -1.21362 -1.39578 0.38632  0.54
H -2.13428 -4.28525 0.69101  0.70
H -2.86237 -3.69840 1.84287  0.66
H 2.12344 -0.82107 -1.13523  0.37
H 0.16925 3.03659 -0.35029  0.38
H 1.59912 1.24555 -1.30758  0.41
H -0.79454 3.86657 0.47638  0.33
H 1.98110 2.43869 -2.23601  0.31

Properties
net charge: -1
2S+1: 2


## x
ORCA calculation (the ωB97M-V functional and the def2-TZVPD basis) on a 5-piece molecular cluster, H10O5 overall.

Last column: Mulliken charge in e.
Geometry (Å):
O 0.90785 -0.72094 -1.04591  -0.45
O -3.30114 -0.00641 0.73326  -0.87
O 2.11177 -2.65027 0.52252  -1.05
O -0.04768 2.71935 -0.21253  -1.02
O -0.60714 0.25173 1.15746  -1.09
H -0.21255 2.53845 -1.13791  0.43
H 1.20860 -0.22998 -1.81060  -0.02
H 0.30071 -1.37014 -1.40111  0.41
H 0.04629 -0.18477 0.61089  0.32
H 1.92796 -1.77479 0.18198  0.36
H -3.40007 0.47006 -0.09102  0.34
H 0.87893 2.51346 -0.08913  0.44
H -0.49161 1.18359 0.97166  0.33
H -2.35590 -0.11938 0.83320  0.45
H 3.03398 -2.61998 0.77719  0.41

Properties
net charge: -1
2S+1: 2


## y
ORCA calculation (the ωB97M-V functional and the def2-TZVPD basis) on a 5-piece molecular cluster, H10O5 overall.

Last column: Mulliken charge in e.
Geometry (Å):
O -0.84323 1.98176 -0.27533  -0.68
O -1.97632 -1.57969 0.93962  -1.34
O 5.02354 3.02185 -2.69275  -0.65
O 0.25234 -2.86740 2.54186  -1.80
O -2.31007 -0.10768 -1.16957  -0.92
H -2.27238 -2.49334 0.91862  0.48
H -0.92075 2.94437 -0.71497  0.33
H -3.24049 0.17585 -1.23727  0.33
H -1.55138 -1.51894 1.76967  0.51
H -2.38076 -0.88953 -0.66385  0.40
H 0.14120 -3.55251 3.27295  0.75
H 0.86403 -2.12065 3.00669  0.55
H 4.92513 2.26378 -1.99556  0.35
H 5.81790 3.24559 -3.04447  0.29
H -1.52875 1.49655 -0.65565  0.39

Properties
net charge: -1
2S+1: 2


Top of the stability list: x, leading by 0.0167 hartree.


## w
ORCA calculation (the ωB97M-V functional and the def2-TZVPD basis) on a 2-piece molecular cluster, C8H16N2 overall.

Last column: Mulliken charge in e.
Geometry (Å):
N -1.33387 -2.12014 3.20198  0.33
N -1.51045 0.05806 3.17589  -0.76
C 2.33040 -0.80165 -2.41872  -1.79
C 2.88818 1.56006 -3.04949  -1.50
C -3.67947 0.55499 2.17515  -1.50
C -2.53382 -1.80200 2.66009  -1.63
C -2.63118 -0.40495 2.61752  1.50
C 0.96189 1.04070 -1.50746  -1.82
C -0.72553 -0.93852 3.53325  -1.68
C 1.77088 0.61590 -2.73752  1.06
H 0.26657 -0.75046 3.89139  0.78
H 1.51491 0.88917 -0.57870  0.32
H 1.08959 0.62406 -3.61955  0.27
H -4.69330 0.44002 2.59117  0.30
H -3.42112 1.61411 2.27153  0.30
H 0.04123 0.49784 -1.32855  0.48
H -3.92954 0.51812 1.09974  0.31
H 3.25213 -0.84491 -1.84673  0.41
H 1.58787 -1.24992 -1.76469  0.43
H -3.35885 -2.49045 2.60960  0.43
H 3.45978 1.30762 -3.94722  0.36
H 2.59144 2.60699 -2.93187  0.37
H 0.65371 2.08904 -1.58468  0.44
H -0.85582 -3.03048 3.19953  0.81
H 3.70452 1.29953 -2.34644  0.32
H 2.55985 -1.28276 -3.36524  0.45

Properties
net charge: -1
2S+1: 2


## x
ORCA calculation (the ωB97M-V functional and the def2-TZVPD basis) on a 2-piece molecular cluster, C8H16N2 overall.

Last column: Mulliken charge in e.
Geometry (Å):
N -1.27858 0.12864 -1.08570  -0.44
N -0.63151 -0.69496 -3.03058  0.80
C -0.11531 2.14044 1.41402  -0.81
C 1.30810 2.67498 1.50543  -0.21
C -0.65113 -1.74635 -2.15502  -2.35
C -1.02113 -1.22714 -0.94696  1.05
C -1.04342 0.38418 -2.34795  -2.44
C 2.34715 1.70256 0.99227  -1.17
C -0.47367 -3.03503 0.75749  -1.31
C -1.44807 -1.92110 0.30763  -0.33
H -0.15370 -2.67437 -2.40013  0.66
H 1.34825 3.60692 0.93628  0.27
H 0.52854 -2.63324 0.60651  0.42
H -1.23025 1.32769 -2.83377  0.65
H -0.41101 2.08195 0.36275  0.04
H -2.44680 -2.33845 0.14240  0.29
H -0.84377 2.77282 1.91089  0.38
H -0.25880 -0.61975 -3.98270  1.21
H -0.60033 -3.86217 0.06185  0.28
H 1.51279 3.02624 2.52322  0.30
H 3.33529 1.87581 1.41746  0.37
H -0.58339 -3.30365 1.80439  0.35
H -0.18509 1.12562 1.81539  0.21
H 2.44743 1.70908 -0.09348  0.31
H -1.55913 -1.16738 1.08464  0.22
H 2.10756 0.66665 1.23367  0.24

Properties
net charge: -1
2S+1: 2


Top of the stability list: x, leading by 0.0235 hartree.


## w
ORCA calculation (the ωB97M-V functional and the def2-TZVPD basis) on a 12-piece molecular cluster, C12H48N24O12 overall.

Last column: Mulliken charge in e.
Geometry (Å):
O -0.99238 -1.34344 -1.10527  -0.35
O 1.98269 0.91342 2.62095  -0.71
O -3.73117 -4.29000 -3.86591  -0.73
O -2.15514 0.64480 4.48136  -0.74
O -4.93173 -1.20268 1.21485  -0.80
O 4.37822 -3.20424 3.46974  -0.69
O 0.67834 5.81846 -2.07999  -0.68
O -0.66884 -4.06678 4.88316  -0.69
O 0.98353 2.96469 -0.04302  -0.65
O -1.35986 3.17662 -6.48434  -0.72
O -1.33190 0.61321 -3.79963  -0.90
O -0.64896 -2.95192 1.83198  0.11
N 3.21966 1.45557 0.93518  -0.18
N -0.06904 1.31238 4.68876  -0.18
N -2.89665 -2.74231 -2.44708  -0.08
N 1.24687 3.87550 -2.92653  -0.18
N 0.27118 0.32066 -1.44299  0.03
N 4.48173 -3.92843 1.33005  -0.42
N -0.33789 -4.43800 0.18739  -0.41
N -0.97089 1.16967 2.59817  0.12
N 0.43325 -4.78987 2.17350  -0.25
N 1.27676 5.60844 -4.11406  -0.29
N 3.13967 -2.42077 1.75741  -0.05
N 2.06435 4.68830 0.79034  -0.36
N -2.88590 0.63911 -2.24388  -0.28
N -2.73472 -1.28823 1.27211  0.58
N -0.99162 -1.96519 4.57873  0.02
N 0.75621 3.31134 -6.83271  -0.43
N -0.16126 -2.61258 6.40154  -0.39
N 0.05260 4.31676 1.52499  -0.40
N -1.75852 -3.48122 -4.18624  -0.29
N -0.02335 1.54040 -5.89947  -0.30
N 4.14808 1.43902 2.82668  -0.42
N 0.32953 -0.54163 0.50910  1.22
N -3.90691 -2.72554 2.36997  -0.38
N -3.23219 1.73166 -4.00587  -0.39
C 4.08199 -3.16126 2.28294  0.64
C -2.35266 1.00074 -3.36079  0.73
C 0.99724 3.95190 0.67237  0.60
C -0.25257 2.71624 -6.43144  0.71
C -0.14423 -3.99804 1.40257  -0.05
C -1.07180 1.02159 3.95971  0.35
C -0.67783 -2.97416 5.24982  0.58
C 1.01097 5.14594 -2.98927  0.61
C -3.88117 -1.67592 1.62987  0.65
C -2.81684 -3.58635 -3.47780  0.47
C -0.12486 -0.61437 -0.68198  -0.01
C 3.04877 1.24904 2.19239  0.57
H 1.97779 5.42312 1.47783  0.13
H -0.96572 -2.15589 3.58723  0.04
H 0.83621 1.41022 4.25168  0.19
H 4.93773 1.91089 2.40967  0.10
H 1.10887 6.55121 -4.43515  0.27
H 2.88551 4.44729 0.25396  0.25
H -2.25294 0.10763 -1.66337  -0.10
H 0.09552 -1.65315 6.58503  0.11
H 4.06323 1.99754 0.81371  0.27
H -0.60595 1.02024 -5.25907  0.24
H -0.90476 4.09952 1.28755  0.26
H -3.68708 -2.66436 -1.82318  0.13
H -0.00949 0.37790 -2.41152  0.23
H 0.96036 -5.62397 1.95779  0.23
H 0.55908 -4.32521 3.06140  0.18
H -0.02965 1.25369 5.69628  0.27
H 0.29624 4.04223 -7.35648  0.27
H 2.58157 -1.76606 2.28654  -0.08
H 1.53680 4.86354 -4.74461  0.11
H -0.92237 -3.88324 -0.42148  0.15
H -4.75610 -3.25286 2.22539  0.25
H 2.00563 3.49991 -3.47726  0.23
H -2.71679 -0.65045 0.48915  -0.07
H -2.98911 -3.14701 2.38036  0.20
H 4.37732 -3.60099 0.38032  0.18
H -1.54913 -4.21757 -4.84506  0.25
H -0.07152 1.52207 2.30313  -0.15
H -2.89491 2.06011 -4.89944  0.21
H 0.94631 1.26012 -5.93553  0.12
H 0.26015 5.17105 2.02219  0.13
H 1.24404 -0.11560 0.55669  -0.07
H -2.08318 -2.16778 -2.27890  0.10
H 2.34843 1.63654 0.45736  -0.19
H 5.27404 -4.50670 1.57075  0.24
H -1.01187 -3.06553 -3.64789  0.20
H -2.06275 -2.04058 1.32242  -0.43
H 0.01277 -5.32723 -0.13882  0.19
H 0.47528 1.22760 -1.04815  0.02
H -1.78608 1.24025 2.00607  0.22
H -3.64743 1.04261 -1.71724  0.25
H 1.03235 3.48984 -2.01804  -0.04
H -4.11349 1.99190 -3.58672  0.15
H 2.88674 -2.65660 0.80846  0.10
H 4.31244 1.10502 3.76558  0.27
H -0.12406 -3.30876 7.13232  0.21
H -1.08515 -1.01819 4.91715  0.04
H 0.06940 -1.23054 1.20037  -0.64
H 1.71461 3.00377 -6.91614  0.20

Properties
SMILES: NC(N)=O.NC(N)=O.NC(N)=O.NC(N)=O.NC(N)=O.NC(N)=O.NC(N)=O.NC(N)=O.NC(N)=O.NC(N)=O.NC(N)=O.NC(N)=O


## x
ORCA calculation (the ωB97M-V functional and the def2-TZVPD basis) on a 12-piece molecular cluster, C12H48N24O12 overall.

Last column: Mulliken charge in e.
Geometry (Å):
O -0.99811 -0.86160 -5.22837  -0.69
O -0.65261 -3.21325 -0.72374  -0.55
O -4.79107 3.54699 -0.76493  -0.68
O 2.01554 -1.21651 1.64829  -0.57
O 2.79601 -1.38019 -5.42176  -0.68
O -0.46911 6.13866 0.11522  -0.73
O -1.35940 -2.84441 5.00443  -0.67
O 6.43929 2.63948 -0.66385  -0.68
O -0.80694 1.54814 -0.92939  -0.59
O 2.57618 1.33251 -3.21361  -0.71
O -3.83377 0.33935 2.31145  -0.65
O 0.14780 1.07484 5.55602  -0.70
N -2.85530 -2.78264 -0.41828  -0.44
N -0.47240 -4.83064 4.26126  -0.43
N 1.40225 1.18905 -5.18911  -0.22
N -2.16261 -4.97076 -0.61301  -0.54
N -3.85496 1.53686 -0.23611  -0.08
N -1.53709 4.27624 0.90376  -0.15
N -0.67403 2.35728 3.87909  -0.26
N 2.78782 -2.26575 3.49162  -0.39
N -0.77045 -3.09863 2.83300  0.07
N 5.90404 1.21697 -2.34367  -0.33
N -1.30039 0.14854 4.05902  0.27
N 4.20990 -2.99164 -4.73956  -0.50
N -0.52316 4.23160 -1.13462  -0.28
N 4.42819 2.85933 -1.72170  -0.28
N -5.37276 2.43182 1.16066  -0.36
N 4.27239 -1.24360 2.09609  -0.44
N -4.25164 -1.63509 3.36615  -0.39
N 1.97970 3.22840 -4.31566  -0.49
N 0.21747 -1.19477 -3.32389  0.04
N -4.26142 0.33657 4.53520  -0.38
N 3.45235 -1.45799 -3.22493  -0.12
N -1.69378 0.01395 -3.24890  -0.24
N 1.26360 0.70486 -0.57385  0.29
N -0.42587 0.19831 0.86583  0.61
C -1.80647 -3.62329 -0.66184  0.67
C -4.68279 2.60599 0.00750  0.59
C 2.96740 -1.56620 2.35061  0.50
C -0.49978 1.15783 4.51589  0.42
C -0.82660 -0.69922 -4.01773  0.35
C 1.97334 1.87753 -4.15995  0.73
C -0.85197 -3.53230 4.10824  0.64
C -4.14850 -0.28505 3.33875  0.46
C 5.62846 2.24792 -1.49377  0.43
C 3.43491 -1.89847 -4.49312  0.66
C 0.00039 0.88797 -0.21909  0.73
C -0.79663 4.95926 -0.01862  0.38
H 2.08182 3.79498 -3.49281  0.20
H 1.34564 1.74042 -6.02454  0.18
H -0.28179 -3.69220 2.18678  0.23
H -4.35581 -0.17781 5.39233  0.19
H 4.58452 -0.96809 1.18515  0.18
H 4.47535 -3.63574 -4.01707  0.18
H -0.35366 3.15514 4.39677  0.21
H 0.21904 4.54812 -1.72950  0.15
H 2.77318 -0.72404 -3.05951  -0.01
H 1.91620 0.25086 0.04912  0.09
H -2.62530 -1.88592 -0.02086  0.13
H -3.50641 -3.32921 0.13351  0.31
H 4.85265 -1.06662 2.89503  0.17
H -1.10747 -0.80207 4.33359  0.12
H 1.42429 0.18068 -5.18758  0.03
H 6.66900 0.60718 -2.13006  0.20
H -1.24770 2.42898 3.05911  0.21
H -2.18059 0.44297 3.68234  -0.30
H -3.89585 0.67930 0.28226  0.21
H -3.22157 1.40325 -1.00445  0.04
H -4.31551 -2.12998 4.23719  0.18
H 0.16687 -0.49980 1.28948  0.13
H 0.10045 -1.45006 -2.35607  0.02
H -1.99127 4.96652 1.48584  0.25
H -0.53158 -5.28575 5.15417  0.23
H 4.18671 -3.36486 -5.67198  0.25
H -0.93388 -2.13640 2.59559  -0.20
H 3.77564 2.52408 -2.42409  0.35
H -5.34549 1.52469 1.57881  0.24
H 3.57778 -2.59779 4.01123  0.17
H 5.29018 0.98815 -3.10652  0.20
H -5.94895 3.24388 1.31354  0.22
H -2.42148 0.59612 -3.62572  0.27
H 1.37205 3.54708 -5.05169  0.20
H 0.93438 -1.62483 -3.88462  0.09
H 1.85654 -2.32491 3.86373  0.19
H 1.59344 1.24415 -1.36405  -0.17
H -0.15384 -5.39782 3.50070  0.14
H -0.77042 3.23505 -1.09806  0.22
H 4.24707 3.69282 -1.19336  0.17
H -2.98347 -5.11621 -1.18464  0.22
H -1.92324 3.36186 0.74545  0.03
H -1.31756 0.44845 -2.41064  -0.14
H -1.32465 0.25136 1.31243  -0.52
H -4.60763 -2.00609 2.50091  0.21
H 4.14002 -1.69245 -2.53914  0.20
H -1.51770 -5.72947 -0.51686  0.20
H -3.93740 1.28780 4.59376  0.30

Properties
SMILES: NC(N)=O.NC(N)=O.NC(N)=O.NC(N)=O.NC(N)=O.NC(N)=O.NC(N)=O.NC(N)=O.NC(N)=O.NC(N)=O.NC(N)=O.NC(N)=O


## y
ORCA calculation (the ωB97M-V functional and the def2-TZVPD basis) on a 12-piece molecular cluster, C12H48N24O12 overall.

Last column: Mulliken charge in e.
Geometry (Å):
O 3.56190 2.24566 -1.24228  -0.69
O -3.74245 -4.24842 2.69785  -0.68
O 1.28191 -4.15693 -1.37841  -0.73
O -6.39925 -1.64389 0.89462  -0.68
O 6.07550 -3.33624 -2.19402  -0.70
O -1.78618 2.48500 -1.29512  -0.29
O 1.49484 0.04590 -4.14917  -0.67
O -2.64685 4.39674 1.96551  -0.66
O -3.05731 0.45221 3.42421  -0.67
O -0.66162 -0.36745 0.79375  -0.40
O 0.81807 5.62505 -1.62183  -0.74
O 1.91818 -3.22866 2.57007  -0.71
N -4.60498 -0.30810 1.22140  -0.16
N -1.04070 1.32792 2.96391  -0.03
N -3.79526 3.48018 -1.67049  -0.41
N 1.05663 -1.74063 3.99565  -0.24
N 3.62653 4.52829 -0.95560  -0.38
N 1.47694 -1.01990 0.36650  0.09
N 1.85108 3.30820 -0.28993  -0.25
N 4.08558 -2.87440 -1.17418  -0.04
N 0.64496 -6.31090 -1.17374  -0.45
N 1.26776 -5.21779 0.64121  -0.18
N 1.57925 -3.71885 4.81686  -0.43
N -2.13106 -2.64614 2.25968  0.05
N -0.98060 4.45887 0.43111  0.18
N -1.67395 6.36469 1.45377  -0.40
N -3.66417 1.24634 -1.55887  -0.48
N -0.08904 4.17698 -3.11976  -0.22
N 0.71977 6.08290 -3.88459  -0.47
N 2.51990 -1.96907 -4.31268  -0.37
N -1.60210 -4.84958 2.36951  -0.32
N -2.20955 2.14525 4.71378  -0.42
N 3.49335 -0.31615 -3.13249  -0.23
N -4.61675 -1.47893 -0.63033  -0.24
N 0.46511 0.51457 -0.96173  0.23
N 4.30173 -4.63874 -2.60116  -0.35
C -3.00476 2.41915 -1.49165  0.09
C 1.62132 -2.91371 3.73012  0.54
C -2.60591 -3.89980 2.43070  0.48
C -2.15974 1.24645 3.68174  0.74
C 2.46809 -0.67069 -3.90382  0.71
C -1.82114 5.03539 1.29713  0.47
C 1.03956 -5.14560 -0.66657  0.74
C 0.48490 5.33271 -2.76369  0.63
C -5.33816 -1.16727 0.50688  0.51
C 3.10154 3.29269 -0.80397  0.53
C 4.88724 -3.56335 -1.99596  0.46
C 0.35294 -0.34595 0.10158  0.38
H 0.70422 -6.39169 -2.17556  0.25
H 3.37153 -2.50320 -4.26726  0.20
H 1.28012 -4.31836 1.10423  0.04
H 1.90925 -4.66758 4.80217  0.23
H -5.09661 -2.10102 -1.26089  0.20
H 1.80452 -2.33992 -4.91227  0.21
H -1.03890 0.72784 2.14431  -0.10
H 4.79607 -5.14547 -3.31323  0.24
H -2.78407 -1.88011 2.25160  0.06
H -0.27783 1.91885 3.23750  0.25
H -0.26178 5.03597 0.02606  -0.03
H -3.78437 -0.99709 -0.89160  0.12
H -2.92963 0.55416 -1.60874  0.23
H 4.11973 -1.06326 -2.87957  0.10
H 0.91337 -3.36176 5.47518  0.16
H 0.37902 -7.06581 -0.57064  0.14
H -0.81289 6.69644 1.05053  0.13
H 1.27857 -6.08938 1.13435  0.21
H 2.09628 -0.94508 -0.42730  -0.05
H -0.30835 1.15523 -1.04347  -0.26
H -4.79425 3.37576 -1.68873  0.19
H -3.63453 -0.21402 0.97709  -0.01
H 1.21163 4.06606 -0.47379  0.22
H 4.44827 -2.32007 -0.42056  0.16
H -1.44509 2.78448 4.83746  0.11
H 1.51338 2.37441 -0.11725  0.20
H 0.24266 5.88574 -4.74236  0.15
H 1.30069 0.58733 -1.51977  0.05
H -1.97589 -5.74544 2.63612  0.21
H 1.23062 -1.01048 3.32185  0.14
H -4.55869 1.13063 -1.11318  0.28
H -2.15161 6.81861 2.21051  0.27
H -4.83749 -0.06015 2.17163  0.25
H -1.14408 -2.54125 2.11292  0.06
H 1.60674 -1.77393 1.01789  0.05
H 4.41631 4.73107 -1.54249  0.22
H 3.17394 -3.30720 -1.21247  0.02
H 1.42656 6.79443 -3.80970  0.23
H 0.47431 -1.53375 4.78577  0.18
H -0.62057 -4.64027 2.37770  0.13
H -2.97291 2.26269 5.35396  0.23
H 3.29747 5.29358 -0.39354  0.17
H -3.41154 4.39830 -1.51422  0.24
H -0.97640 3.45710 0.35074  -0.08
H 3.29742 -4.53973 -2.69002  0.20
H -0.25826 3.92636 -4.07491  0.19
H 3.61608 0.58462 -2.69506  0.18
H -0.39613 3.56236 -2.37651  0.24

Properties
SMILES: NC(N)=O.NC(N)=O.NC(N)=O.NC(N)=O.NC(N)=O.NC(N)=O.NC(N)=O.NC(N)=O.NC(N)=O.NC(N)=O.NC(N)=O.NC(N)=O


Top of the stability list: x, leading by 0.0114 hartree.